Record 1
DFT (ωB97M-V with the def2-TZVPD basis set) results for 2 unconnected molecules or ions with the total composition CH2N2S2.

## Properties
HOMO-LUMO gap   6.99 eV
LUMO level   -2.160 eV
Structure (SMILES)   S=[NH+][S-].C#N
Energy relative to the best compared isomer or geometry (same formula, charge and spin)   47.2 kcal/mol

Structure (ORCA input):
```
! RIJCOSX wB97M-V def2-TZVPD def2/J DEFGRID3
* xyz 0 1
S 0.50506 -1.36820 1.23094
N 1.41148 -2.54399 0.51880
S 2.67992 -2.16782 -0.40554
H 1.21222 -3.49452 0.79341
C -0.44661 2.31462 -0.77078
N -1.04473 2.16604 -1.75224
H 0.16641 2.54732 0.02915
*
```

Record 2
DFT (ωB97M-V with the def2-TZVPD basis set) results for 9 unconnected molecules or ions with the total composition C52H57.

## Properties
HOMO-LUMO gap   3.36 eV
LUMO level   1.999 eV

Structure (ORCA input):
```
! RIJCOSX wB97M-V def2-TZVPD def2/J DEFGRID3
* xyz -1 1
C 2.90343 0.23970 5.13302
C 3.09015 1.87718 5.39252
C 4.00775 2.48903 4.18050
C 5.61175 2.17244 4.28924
H 3.81522 -0.22592 4.52853
H 1.89363 0.01390 4.54250
H 2.77505 -0.28443 6.18123
H 3.61944 1.99855 6.45524
H 3.86433 3.67066 4.15982
H 3.61628 1.97790 3.17540
H 5.90322 1.29945 5.01163
H 5.98191 1.86629 3.19959
H 6.17472 3.17950 4.59437
C -0.05244 4.01402 0.74570
C -0.39490 2.84808 0.06153
C -0.07645 1.60248 0.60178
C 0.57635 1.52265 1.83222
C 0.91544 2.68859 2.51815
C 0.60525 3.93438 1.97343
H -0.29775 4.98466 0.32271
H -0.90971 2.91026 -0.89398
H -0.33743 0.69433 0.06525
H 0.82024 0.55194 2.25573
H 1.42272 2.62616 3.47780
H 0.87450 4.84259 2.50546
C 5.33871 -0.88741 0.19455
C 5.34708 0.45202 -0.19354
C 6.53958 1.05655 -0.59014
C 7.72314 0.31805 -0.60807
C 7.71403 -1.02245 -0.22355
C 6.52316 -1.62441 0.18194
H 4.40976 -1.35727 0.50684
H 4.42352 1.02551 -0.18610
H 6.54698 2.10206 -0.88605
H 8.65167 0.78765 -0.92180
H 8.63617 -1.59825 -0.23915
H 6.51745 -2.66723 0.48670
C 4.32856 -5.36250 -2.57338
C 3.55629 -5.26552 -3.73052
C 3.37015 -4.02700 -4.34388
C 3.96508 -2.88586 -3.80503
C 4.74046 -2.98350 -2.64998
C 4.91893 -4.22061 -2.03137
H 4.47060 -6.32738 -2.09371
H 3.09841 -6.15587 -4.15421
H 2.76283 -3.95071 -5.24169
H 3.82416 -1.92136 -4.28566
H 5.20536 -2.09437 -2.23111
H 5.51851 -4.29541 -1.12844
C -2.44619 -4.44398 -2.77340
C -1.69176 -5.03180 -3.78833
C -0.29954 -5.04003 -3.70797
C 0.33849 -4.46856 -2.60667
C -0.41616 -3.88407 -1.58992
C -1.80809 -3.86761 -1.67483
H -3.53108 -4.43474 -2.83804
H -2.18926 -5.48317 -4.64311
H 0.28824 -5.49217 -4.50219
H 1.42327 -4.47922 -2.54149
H 0.08116 -3.44021 -0.73097
H -2.39546 -3.40729 -0.88522
C -8.21549 -3.40147 -1.49543
C -7.56676 -3.70186 -2.69279
C -6.29918 -3.18042 -2.94996
C -5.67561 -2.36575 -2.00445
C -6.32284 -2.06845 -0.80545
C -7.59436 -2.58237 -0.55231
H -9.20481 -3.80527 -1.29683
H -8.04985 -4.34227 -3.42655
H -5.79678 -3.40920 -3.88590
H -4.68572 -1.96328 -2.20258
H -5.83606 -1.43490 -0.06803
H -8.10058 -2.34605 0.37951
C -4.22920 6.45078 1.34651
C -3.21569 5.64774 1.86871
C -2.47642 6.08325 2.96808
C -2.75763 7.31880 3.55193
C -3.77369 8.12016 3.03199
C -4.50676 7.68869 1.92682
H -4.80286 6.11252 0.48759
H -3.00123 4.68197 1.41797
H -1.68232 5.46027 3.37057
H -2.18488 7.65621 4.41171
H -3.99378 9.08227 3.48811
H -5.29457 8.31569 1.51863
C -0.37637 2.85292 -5.16635
C -0.71882 1.68698 -5.85051
C -0.40037 0.44138 -5.31026
C 0.25243 0.36155 -4.07982
C 0.59152 1.52749 -3.39389
C 0.28133 2.77328 -3.93861
H -0.62168 3.82356 -5.58933
H -1.23363 1.74916 -6.80602
H -0.66136 -0.46677 -5.84679
H 0.49632 -0.60916 -3.65631
H 1.09879 1.46506 -2.43424
H 0.55057 3.68149 -3.40658
C -4.58158 -1.28396 4.81872
C -3.48407 -0.42569 4.75867
C -2.72267 -0.34650 3.59298
C -3.06514 -1.11910 2.48289
C -4.16495 -1.97459 2.54174
C -4.92078 -2.06066 3.71061
H -5.17269 -1.34795 5.72852
H -3.22139 0.18141 5.62141
H -1.86357 0.31736 3.54878
H -2.47483 -1.05388 1.57273
H -4.43266 -2.57540 1.67600
H -5.77422 -2.73133 3.75794
*
```

Record 3
DFT (ωB97M-V with the def2-TZVPD basis set) results for a molecular structure, C29H41CaCl2N3O9P2.

## Properties
HOMO-LUMO gap   8.25 eV
LUMO level   0.336 eV
Energy relative to the best compared isomer or geometry (same formula, charge and spin)   17.6 kcal/mol

Structure (ORCA input):
```
! RIJCOSX wB97M-V def2-TZVPD def2/J DEFGRID3
* xyz 0 1
Ca -0.44714 0.55854 0.85250
C 1.30877 -4.03317 -1.73942
C 0.01229 -3.79209 -1.01952
C -1.03000 -3.13996 -1.67081
C -2.25036 -2.93363 -1.04794
C -3.36098 -2.22226 -1.76605
C -2.41613 -3.38179 0.26150
C -1.38390 -3.99881 0.95308
C -1.55861 -4.43799 2.37916
C -0.17296 -4.20553 0.29331
H 1.15815 -4.64793 -2.62854
H 2.02665 -4.55030 -1.10156
H 1.75742 -3.09175 -2.06680
H -0.87263 -2.77160 -2.67811
H -3.79519 -2.85034 -2.54697
H -2.98966 -1.31265 -2.24091
H -4.16078 -1.94649 -1.07837
H -3.37350 -3.23646 0.75079
H -1.38374 -5.50991 2.48827
H -2.56713 -4.22837 2.73620
H -0.86240 -3.91551 3.03799
H 0.63691 -4.70837 0.81459
C -3.02893 2.65398 3.79651
C -2.97172 1.14349 3.64969
O -3.80784 0.58093 4.66326
P -3.60256 0.60203 2.02904
O -3.74781 -0.96879 2.14543
O -5.08606 1.11474 1.93199
O -2.72703 1.04709 0.91427
P -1.22257 0.49563 3.78236
O -0.92607 0.53945 5.35051
O -1.27418 -0.91894 3.28648
O -0.30903 1.42145 3.02493
H -4.06446 2.99304 3.75809
H -2.45238 3.14885 3.01691
H -2.62306 2.93595 4.76945
H -3.55714 -0.33998 4.81013
H -2.88818 -1.34286 2.44937
H -5.54249 0.91725 1.10909
H -0.65563 1.41112 5.65179
Cl -1.53309 2.61280 -5.58578
C -1.86121 3.57106 -4.17187
C -2.93495 4.44267 -4.19998
C -3.20234 5.22436 -3.08990
C -2.41780 5.10225 -1.95369
C -1.36785 4.20034 -1.93539
Cl -0.48616 4.00181 -0.45130
C -1.03314 3.42663 -3.05378
N 0.02749 2.52276 -3.03774
C 1.37514 2.95653 -3.00929
C 1.72456 4.28775 -3.18463
C 3.05895 4.66569 -3.13102
C 4.04427 3.71784 -2.92258
C 3.68737 2.38590 -2.75230
C 2.36261 1.98490 -2.78669
C 1.94544 0.56920 -2.50403
C 1.04079 0.52940 -1.27229
O 1.37089 1.26421 -0.30477
O 0.00045 -0.17770 -1.29814
H -3.53879 4.50835 -5.09376
H -4.02838 5.92178 -3.10449
H -2.62513 5.68117 -1.06537
H -0.12586 1.73194 -3.64767
H 0.95560 5.02966 -3.35908
H 3.32252 5.70748 -3.26105
H 5.08513 4.01028 -2.88184
H 4.45098 1.64000 -2.56541
H 2.82226 -0.04877 -2.29981
H 1.41362 0.11040 -3.34136
C 4.30126 -0.81313 2.10913
C 3.65293 -2.00354 1.40597
C 4.54107 -2.46089 0.25270
C 3.44134 -3.15866 2.38882
N 2.39445 -1.54985 0.78434
N 1.44132 -0.98722 1.67745
H 5.34759 -1.03054 2.32731
H 3.81538 -0.58356 3.05949
H 4.25765 0.07219 1.47233
H 5.48133 -2.86757 0.62756
H 4.76139 -1.62513 -0.41179
H 4.05011 -3.24037 -0.33250
H 4.38198 -3.44112 2.86491
H 3.04824 -4.03855 1.87413
H 2.74931 -2.89229 3.19100
H 1.92844 -2.32976 0.33246
H 1.84711 -0.12728 2.03940
H 1.23778 -1.58151 2.48061
*
```

Record 4
DFT (ωB97M-V with the def2-TZVPD basis set) results for a molecular structure, C22H43FeGeN2O4Se2.

## Properties
HOMO-LUMO gap (alpha / beta)   7.63 / 7.72 eV
LUMO level (alpha / beta)   -7.208 / -7.141 eV
<S²>   0.800
Energy relative to the best compared isomer or geometry (same formula, charge and spin)   0.0 kcal/mol

Structure (ORCA input):
```
! RIJCOSX wB97M-V def2-TZVPD def2/J DEFGRID3
* xyz 2 2
Fe 0.28226 0.13829 0.24118
C -1.15474 1.30599 -2.91341
C -1.62173 1.87627 -1.58495
C -0.93942 3.19934 -1.27199
C -3.13386 2.05309 -1.59740
O -1.32080 0.89626 -0.54251
Ge -2.10839 0.94134 1.24371
O -1.18997 -0.77749 1.14206
C -1.52427 -1.95875 1.95493
C -3.02374 -2.17994 1.79314
C -0.76678 -3.17643 1.44807
C -1.18072 -1.66161 3.40462
O -0.29282 1.51569 1.56815
C 0.03125 2.42541 2.67307
C -1.04018 3.51172 2.72730
C 0.01308 1.63070 3.96925
C 1.36898 3.07638 2.37947
H -1.26500 2.05263 -3.70003
H -1.74670 0.43398 -3.19133
H -0.10620 1.01210 -2.86976
H -1.17225 3.93839 -2.03874
H 0.14600 3.09570 -1.22385
H -1.27840 3.59133 -0.31459
H -3.42317 2.68533 -2.43695
H -3.49463 2.53708 -0.68736
H -3.63379 1.08986 -1.70987
H -3.28085 -2.36933 0.74981
H -3.59874 -1.32259 2.14782
H -3.33639 -3.04481 2.37854
H -1.04181 -3.42278 0.42449
H -1.02383 -4.03459 2.06924
H 0.31354 -3.05174 1.51028
H -1.75078 -0.80518 3.77079
H -0.11714 -1.45203 3.52847
H -1.42806 -2.51645 4.03411
H -2.01596 3.11932 3.01692
H -1.12753 4.02317 1.76941
H -0.75955 4.25655 3.47245
H -1.00503 1.31376 4.20872
H 0.37289 2.23646 4.80093
H 0.62247 0.73111 3.89885
H 1.30366 3.68346 1.47531
H 2.15284 2.33918 2.23929
H 1.66066 3.72552 3.20480
C 3.12560 0.11684 2.83295
Se 2.02904 -0.98953 1.65914
C 3.44923 -1.15927 0.33416
C 3.76882 0.15451 -0.36891
Se 2.24415 1.41046 -0.54437
C 2.41344 1.75566 -2.45212
H 2.55112 0.41967 3.69986
H 3.51769 0.98315 2.31205
H 3.93347 -0.54406 3.13988
H 3.13905 -1.94403 -0.34776
H 4.32174 -1.52465 0.87471
H 4.14691 -0.02313 -1.37562
H 4.52980 0.71732 0.16599
H 2.19780 0.87306 -3.04640
H 3.43632 2.09012 -2.60879
H 1.72863 2.56118 -2.69928
N -1.30152 -4.23648 -5.08057
C -0.09190 -3.94590 -4.56129
O 0.95118 -4.44192 -4.91935
C -0.05489 -2.94332 -3.42112
C 1.17248 -2.34975 -3.15427
C 1.28122 -1.47529 -2.10060
N 0.25791 -1.16741 -1.28122
C -0.93142 -1.72934 -1.55522
C -1.12114 -2.61310 -2.60156
H -1.33192 -4.88139 -5.85514
H -2.12570 -3.69910 -4.88286
H 2.02712 -2.59197 -3.77124
H 2.21733 -0.98384 -1.91233
H -1.74273 -1.45378 -0.90634
H -2.10330 -3.04638 -2.73482
*
```

Record 5
DFT (ωB97M-V with the def2-TZVPD basis set) results for a molecular structure, C4H5FeO2.

## Properties
HOMO-LUMO gap (alpha / beta)   7.50 / 6.09 eV
LUMO level (alpha / beta)   -5.763 / -7.568 eV
<S²>   12.008
Energy relative to the best compared isomer or geometry (same formula, charge and spin)   30.5 kcal/mol

Structure (ORCA input):
```
! RIJCOSX wB97M-V def2-TZVPD def2/J DEFGRID3
* xyz 1 7
H -0.45630 0.13562 2.14744
O -1.29730 -0.26245 2.39039
C -2.30068 0.23899 1.53035
C -3.59193 -0.36362 1.87284
C -4.65737 -0.85310 2.18273
H -2.07203 0.01224 0.47518
H -2.39958 1.33473 1.62525
H -5.55762 -1.34136 2.51254
C -5.14818 2.21068 1.57135
O -4.30205 2.89965 2.19832
Fe -6.09462 3.09136 3.21398
H -4.80338 1.86133 0.56241
*
```

no.,E_tot (eV)
1,-25717.1639
2,-54845.0081
3,-115709.6917
4,-256265.6311
5,-42695.8772